1.
# C35H34ClIMgN4P

A structure of composition C35H34ClIMgN4P (wB97M-V/def2-TZVPD, the Open Molecules 2025 dataset).

Output
- frontier orbital gap (eV) = 6.95
- relative energy (zero: lowest compared OMol25 entry of this formula, charge and spin) (kcal per mole) = 0.0
- charge = +1

Each line ends with the Löwdin charge.
Atoms and positions in Å:
Mg 0.2898 0.3419 -0.7846  0.409
I 2.4625 -1.5661 -1.0172  1.162
C 3.7823 -0.7499 0.3875  -0.562
C 5.0510 -0.6787 -0.1336  -0.163
C 6.1572 -0.3296 0.6600  -0.052
C 5.9610 -0.1060 1.9845  -0.014
C 4.6640 -0.1660 2.5491  -0.149
C 4.5556 0.0441 3.9461  -0.007
C 3.3513 0.0029 4.5734  -0.038
C 2.2017 -0.1830 3.7895  -0.079
C 2.2403 -0.3738 2.4258  -0.282
P 0.5777 -0.3558 1.6721  0.999
C -0.3152 -1.8208 2.2656  -0.362
C -0.4178 -2.9188 1.4117  -0.129
C -1.0721 -4.0712 1.8173  -0.065
C -1.6354 -4.1356 3.0823  -0.058
C -1.5298 -3.0543 3.9457  -0.054
C -0.8673 -1.9059 3.5438  -0.089
C -0.2194 1.1055 2.4101  -0.379
C -1.5747 1.1180 2.7350  -0.107
C -2.1904 2.2988 3.1298  -0.064
C -1.4642 3.4772 3.1948  -0.065
C -0.1179 3.4745 2.8567  -0.060
C 0.5003 2.3005 2.4631  -0.089
C 3.5118 -0.4375 1.7554  -0.176
H 5.2191 -0.9196 -1.1739  0.084
H 7.1405 -0.2787 0.2157  0.118
H 6.7894 0.1222 2.6419  0.123
H 5.4658 0.2289 4.5014  0.123
H 3.2648 0.1476 5.6406  0.117
H 1.2449 -0.1273 4.2890  0.101
H 0.0280 -2.8805 0.4252  0.047
H -1.1382 -4.9174 1.1465  0.113
H -2.1540 -5.0302 3.3996  0.114
H -1.9616 -3.1055 4.9358  0.114
H -0.7871 -1.0735 4.2304  0.103
H -2.1653 0.2117 2.6871  0.099
H -3.2402 2.2863 3.3912  0.112
H -1.9446 4.3943 3.5068  0.112
H 0.4543 4.3914 2.8968  0.113
H 1.5508 2.3195 2.1970  0.115
Cl 0.3284 1.7365 -7.4386  0.661
C 0.6009 1.8943 -5.7286  -0.684
C 1.5454 1.0994 -5.1013  -0.107
C 1.7346 1.2208 -3.7330  -0.082
C 0.9954 2.1188 -2.9523  -0.369
C 1.1143 2.1569 -1.4716  -0.207
C 0.0896 2.9377 -3.6362  -0.074
C -0.1161 2.8315 -5.0016  -0.106
H 2.1347 0.4015 -5.6797  0.106
H 2.4955 0.6113 -3.2608  0.066
H 0.6397 3.0534 -1.0673  0.037
H 2.1617 2.1861 -1.1550  0.041
H -0.4738 3.6830 -3.0852  0.116
H -0.8241 3.4761 -5.5037  0.109
C -2.1189 0.6944 -2.4007  -0.157
N -1.5465 -0.3714 -1.4916  -0.148
C -2.5539 -0.5848 -0.3931  -0.166
N -3.8522 -0.9492 -0.9026  -0.076
C -4.3316 0.1178 -1.7837  -0.149
N -3.4170 0.3315 -2.9020  -0.075
C -3.2943 -0.9155 -3.6573  -0.142
N -2.7954 -2.0030 -2.8094  -0.077
C -1.4977 -1.6361 -2.2997  -0.164
C -3.7183 -2.1805 -1.6862  -0.146
H -1.4235 0.8261 -3.2300  0.120
H -2.1638 1.6280 -1.8325  0.141
H -2.6254 0.3485 0.1732  0.126
H -2.1749 -1.3764 0.2586  0.111
H -4.4247 1.0421 -1.2094  0.134
H -5.3136 -0.1537 -2.1720  0.134
H -2.6084 -0.7670 -4.4935  0.137
H -4.2728 -1.1917 -4.0504  0.135
H -0.8075 -1.4703 -3.1327  0.137
H -1.1079 -2.4301 -1.6547  0.120
H -3.3502 -2.9792 -1.0379  0.131
H -4.6965 -2.4667 -2.0724  0.134

***

2.
# C35H34ClNOReSi2

A structure of composition C35H34ClNOReSi2 (wB97M-V/def2-TZVPD, the Open Molecules 2025 dataset).

Output
- spin multiplicity = 4
- frontier orbital gap (spin up / spin down) (eV) = 6.52 / 5.44
- relative energy (zero: lowest compared OMol25 entry of this formula, charge and spin) (kcal per mole) = 4.4
- charge = +2
- <S²> = 3.77

Each line ends with the Löwdin charge.
Atoms and positions in Å:
C -3.0706 2.6985 3.3694  -0.194
C -1.6501 2.8520 3.2072  -0.183
C -1.3689 2.9214 1.8000  -0.211
H -0.9095 2.9249 3.9877  0.134
C -2.6170 2.8235 1.0910  -0.203
C -3.6694 2.6727 2.0557  -0.217
H -4.7286 2.6536 1.8471  0.127
H -3.5971 2.6930 4.3114  0.137
H -0.4024 3.0644 1.3363  0.118
H -2.7453 2.8858 0.0150  0.116
Re -2.3306 1.1204 2.2351  1.306
Si 2.3846 0.4766 -1.7314  0.888
C 3.7556 -0.7777 -1.5261  -0.346
C 3.7833 -1.9578 -2.2856  -0.093
H 3.0905 -2.0875 -3.1235  0.106
C 4.6648 -2.9906 -1.9184  -0.060
H 4.6710 -3.9301 -2.4684  0.114
C 5.5380 -2.8371 -0.8433  -0.060
H 6.2129 -3.6653 -0.5648  0.125
C 5.5539 -1.6348 -0.1387  -0.062
H 6.2427 -1.4995 0.6954  0.114
C 4.6782 -0.5897 -0.4825  -0.091
H 4.6820 0.3515 0.0623  0.099
C 2.4398 0.7819 -3.5785  -0.321
C 3.5113 1.4880 -4.1522  -0.078
H 4.3039 1.8849 -3.5137  0.113
C 3.5448 1.6911 -5.5361  -0.058
H 4.3660 2.2320 -6.0052  0.116
C 2.5185 1.2058 -6.3534  -0.056
H 2.5523 1.3915 -7.4297  0.118
C 1.4662 0.4830 -5.7838  -0.063
H 0.6668 0.0950 -6.4169  0.113
C 1.4349 0.2558 -4.4053  -0.118
H 0.6190 -0.3254 -3.9583  0.066
H 2.6953 1.6401 -0.8810  0.034
Si 0.2533 -1.2807 -1.3312  0.866
C -0.6689 0.3827 -1.6005  -0.411
C -0.2222 1.6669 -1.2342  -0.203
H 0.5863 1.8243 -0.5141  0.041
C -0.7454 2.8133 -1.8336  -0.072
H -0.2671 3.7843 -1.6673  0.127
C -1.8721 2.7144 -2.6576  -0.058
H -2.2928 3.6110 -3.1248  0.123
C -2.4688 1.4629 -2.8453  -0.051
H -3.4087 1.3897 -3.4076  0.122
C -1.8720 0.3053 -2.3380  -0.118
H -2.3206 -0.6683 -2.5207  0.103
C 1.0778 -1.3374 0.3971  -0.402
C 1.0898 -0.2710 1.3139  -0.188
H 0.5634 0.6524 1.0755  0.049
C 1.7710 -0.3449 2.5256  -0.086
H 1.7618 0.5198 3.1962  0.111
C 2.4843 -1.5082 2.8513  -0.052
H 3.0281 -1.5837 3.7984  0.118
C 2.4710 -2.5853 1.9551  -0.057
H 3.0181 -3.5003 2.1994  0.121
C 1.7592 -2.5171 0.7574  -0.096
H 1.7465 -3.3781 0.0859  0.113
H -0.7319 -2.3825 -1.3631  0.013
Cl -2.0086 -0.8887 0.9569  0.219
O -1.5552 -0.2297 3.7692  -0.248
C -2.3487 -1.2629 4.4063  -0.112
C -3.6751 -1.3168 3.7380  -0.281
C -4.5246 -2.3969 3.9307  0.017
C -5.7453 -2.4117 3.2710  -0.002
C -6.0883 -1.3015 2.4921  -0.013
C -5.1833 -0.2550 2.3422  -0.091
N -3.9703 -0.2781 2.9433  -0.069
H -0.6494 -0.1412 4.1551  0.139
H -1.8030 -2.2045 4.3038  0.148
H -2.4877 -0.9948 5.4620  0.152
H -4.1781 -3.1754 4.6082  0.138
H -6.4076 -3.2637 3.3383  0.127
H -7.0369 -1.2492 1.9554  0.125
H -5.3652 0.6084 1.6927  0.110

***

3.
# C35H34GeI2N8O4SSn

A structure of composition C35H34GeI2N8O4SSn (wB97M-V/def2-TZVPD, the Open Molecules 2025 dataset).

Output
- frontier orbital gap (eV) = 3.65
- relative energy (zero: lowest compared OMol25 entry of this formula, charge and spin) (kcal per mole) = 89.7
- charge = -2

Each line ends with the Löwdin charge.
Atoms and positions in Å:
Sn -1.4101 -0.3707 2.4871  0.987
O 2.2154 -3.1052 2.6287  0.032
C 1.2848 -2.3378 2.8387  -0.656
O 0.2654 -2.1518 2.1276  -0.193
C 1.3580 -1.4665 4.1030  -0.203
C 2.4122 -1.5428 5.0038  0.005
C 2.4542 -0.6423 6.0560  -0.048
C 1.4737 0.3318 6.1449  0.003
C 0.4479 0.3244 5.2113  -0.188
N 0.3852 -0.5821 4.2536  0.040
C -0.6204 1.4099 5.1690  -0.643
O -0.5303 2.3211 5.9844  0.022
O -1.4906 1.2816 4.2670  -0.145
H 3.1680 -2.2987 4.8548  0.114
H 3.2551 -0.6779 6.7847  0.101
H 1.4704 1.0934 6.9095  0.112
N -5.2777 0.6143 -0.5930  0.053
C -4.1936 0.6277 0.2455  -0.952
S -4.2923 -0.2497 1.6687  0.488
N -3.2090 1.4036 -0.1231  -0.016
N -2.0760 1.4067 0.5619  0.008
C -1.2195 2.3308 0.2870  -0.207
C -1.5484 3.3935 -0.7011  -0.195
C -1.8674 4.6826 -0.2897  -0.035
C -2.2161 5.6453 -1.2220  -0.096
C -2.2543 5.3347 -2.5710  -0.108
C -1.9314 4.0527 -2.9841  -0.082
C -1.5739 3.0901 -2.0571  -0.016
C 0.1034 2.3007 0.8603  -0.214
C 1.0403 3.2725 0.4842  0.014
C 2.3285 3.1960 0.9654  -0.062
C 2.6599 2.1454 1.8064  -0.029
C 1.6689 1.2349 2.1316  -0.103
N 0.4333 1.3159 1.6960  0.087
H -5.8991 -0.1677 -0.4693  0.062
H -5.0977 0.9042 -1.5424  0.083
H -1.8450 4.9331 0.7619  0.121
H -2.4486 6.6513 -0.8989  0.094
H -2.5416 6.0859 -3.2983  0.092
H -1.9454 3.8051 -4.0369  0.099
H -1.3001 2.0966 -2.3780  0.110
H 0.7548 4.0632 -0.1921  0.113
H 3.0717 3.9273 0.6813  0.107
H 3.6612 2.0215 2.1880  0.108
H 1.8971 0.3981 2.7726  0.102
C -0.6080 -1.2914 -2.9826  -0.121
C -0.8933 -0.7728 -1.6137  -0.429
N 0.2612 -0.2618 -0.9182  0.082
C 1.4350 -0.5830 -1.3125  -0.114
C 1.7500 -1.3851 -2.4628  -0.230
C 0.6309 -1.6684 -3.3166  -0.091
C 2.9966 -1.9057 -2.8031  -0.084
C 4.2924 -1.5286 -2.4824  -0.110
C 4.7647 -0.2675 -2.0788  -0.309
C 6.1630 -0.0130 -1.9598  -0.052
C 6.5600 1.2635 -1.6697  -0.205
N 5.6973 2.2771 -1.4967  0.015
C 4.4196 1.9407 -1.6298  -0.273
N 3.9106 0.7714 -1.9050  0.110
H -1.4384 -1.3444 -3.6751  0.081
H -1.6326 0.0417 -1.6685  0.096
H 2.2482 -0.2180 -0.7004  0.096
H 0.8339 -2.0986 -4.2923  0.102
H 2.9506 -2.7737 -3.4649  0.097
H 5.0764 -2.2367 -2.7381  0.076
H 6.8825 -0.8097 -2.1019  0.089
H 7.6100 1.5298 -1.5649  0.084
H 3.6990 2.7431 -1.4981  0.086
I -2.5990 -2.3852 3.8259  0.208
I -3.9612 -4.5265 5.2317  -0.259
C -3.9764 -2.6525 -2.8789  -0.215
Ge -2.4996 -3.3348 -1.6899  0.876
C -3.3152 -4.5143 -0.3127  -0.215
C -1.3383 -4.4757 -2.8430  -0.219
C -1.5094 -1.8892 -0.7461  -0.222
H -4.1848 -3.3885 -3.6517  0.000
H -3.7148 -1.7194 -3.3701  -0.006
H -4.8924 -2.4873 -2.3200  -0.005
H -3.8525 -5.3447 -0.7632  0.003
H -4.0081 -3.9629 0.3165  0.008
H -2.5431 -4.9252 0.3310  0.016
H -1.8566 -5.3915 -3.1100  0.000
H -0.4328 -4.7433 -2.3109  0.017
H -1.0459 -3.9725 -3.7568  -0.004
H -0.7106 -2.3575 -0.1715  0.065
H -2.1924 -1.4399 -0.0232  -0.005

***

Which of these has the lowest relative energy (zero: lowest compared OMol25 entry of this formula, charge and spin)?
C35H34ClIMgN4P